Here is a 5-piece molecular cluster, C34H39BF3NO11P overall at a distorted geometry from the OMol25 dataset. Energies are from the ωB97M-V functional and the def2-TZVPD basis.

Output
LUMO	-0.8	eV
net charge	-1
gap between HOMO and LUMO	3.2	eV
E_HOMO	-4.06	eV
calculated total energy	-78009.3249	eV

CARTESIAN COORDINATES (ANGSTROEM)
1 C 0.288 -1.923 0.788
2 C -0.456 -1.082 -0.404
3 C -2.081 -1.204 -0.469
4 C -2.913 -0.957 0.899
5 N -3.120 0.249 1.573
6 P -3.667 1.785 1.017
7 C -2.085 2.094 -0.097
8 C -1.615 3.656 -0.144
9 O -0.951 3.978 1.160
10 C 0.494 3.604 1.103
11 O 1.104 3.219 2.258
12 B -4.718 1.143 -0.495
13 O -4.596 1.985 -1.739
14 C -5.785 -0.067 -0.554
15 C -6.821 0.217 -1.839
16 C -5.269 1.745 2.137
17 F -6.449 2.310 1.417
18 F -5.477 0.386 2.688
19 F -5.034 2.697 3.288
20 H 1.255 -2.464 0.379
21 H 0.645 -1.134 1.605
22 H -0.403 -2.683 1.348
23 H -0.059 -1.562 -1.425
24 H -0.018 0.001 -0.392
25 H -2.297 -2.341 -0.774
26 H -2.456 -0.592 -1.419
27 H -3.930 -1.580 0.779
28 H -2.334 -1.680 1.672
29 H -2.703 0.360 2.521
30 H -3.016 2.414 2.162
31 H -4.083 3.079 0.605
32 H -1.245 1.527 0.537
33 H -2.130 1.532 -1.113
34 H -0.796 3.874 -0.965
35 H -2.468 4.445 -0.279
36 H 1.110 3.554 0.105
37 H -3.961 1.565 -2.387
38 H -5.210 -1.058 -0.894
39 H -6.417 -0.276 0.410
40 H -7.559 -0.712 -1.939
41 H -7.398 1.228 -1.735
42 H -6.130 0.167 -2.811
43 C 5.117 0.237 -0.685
44 C 6.308 -0.350 -0.833
45 C 6.420 -1.765 -1.239
46 O 7.510 -2.304 -1.372
47 C 5.165 -2.506 -1.475
48 C 3.973 -1.919 -1.327
49 C 3.861 -0.504 -0.922
50 O 2.771 0.035 -0.788
51 H 5.017 1.273 -0.387
52 H 7.238 0.179 -0.664
53 H 5.264 -3.542 -1.773
54 H 3.043 -2.448 -1.496
55 C 5.735 0.307 -6.327
56 C 6.180 0.342 -5.068
57 C 5.920 1.503 -4.194
58 O 6.329 1.536 -3.042
59 C 5.147 2.624 -4.766
60 C 4.701 2.589 -6.026
61 C 4.962 1.428 -6.899
62 O 4.553 1.395 -8.051
63 H 5.918 -0.536 -6.981
64 H 6.748 -0.472 -4.633
65 H 4.964 3.467 -4.112
66 H 4.133 3.403 -6.460
67 C 5.150 -7.627 -2.495
68 C 4.977 -8.882 -2.072
69 C 5.256 -9.265 -0.674
70 O 5.100 -10.415 -0.286
71 C 5.732 -8.206 0.238
72 C 5.904 -6.950 -0.185
73 C 5.625 -6.568 -1.583
74 O 5.781 -5.418 -1.971
75 H 4.950 -7.329 -3.518
76 H 4.628 -9.670 -2.729
77 H 5.931 -8.503 1.261
78 H 6.253 -6.162 0.472
79 C -6.108 5.010 8.459
80 C -6.432 6.101 7.759
81 C -6.306 6.132 6.288
82 O -6.601 7.131 5.646
83 C -5.811 4.911 5.622
84 C -5.487 3.820 6.323
85 C -5.612 3.789 7.793
86 O -5.318 2.790 8.435
87 H -6.194 4.970 9.538
88 H -6.798 7.004 8.232
89 H -5.725 4.951 4.543
90 H -5.121 2.917 5.849